[1]
18
Properties=species:S:1:pos:R:3:mulliken_spin:R:1 method="wB97M-V/def2-TZVPD" max_force_ev_per_a=3.30 charge=+1 s_squared=0.754 e_lumo_ha="-0.11427 / -0.11605" spin_multiplicity=2 energy_ha=-268.674786 homo_ev="-7.53 / -11.23"
C 0.80315 -0.62685 1.47100 0.07
C -0.19347 0.43883 0.89082 0.00
C 0.24657 0.69912 -0.58684 0.46
C -0.51761 0.45867 -1.70711 0.40
N -0.41882 1.27240 -2.99892 0.08
N -0.00359 -1.74447 2.17850 0.00
H 1.59006 -1.14545 0.81064 -0.02
H 1.44956 -0.23465 2.23135 -0.02
H -1.37113 0.20424 1.20946 -0.05
H 0.18322 1.31035 1.56262 0.06
H 1.13203 1.26281 -0.71706 0.03
H -1.12055 -0.42163 -1.59792 0.02
H -0.07208 2.24247 -2.88804 -0.01
H 0.16408 0.73160 -3.67925 -0.03
H -1.39505 1.48838 -3.38853 0.01
H -0.99037 -1.54176 2.19714 0.00
H 0.09898 -2.73986 1.93420 0.00
H 0.41501 -1.65421 3.07796 0.00

[2]
19
Properties=species:S:1:pos:R:3:mulliken_spin:R:1 method="wB97M-V/def2-TZVPD" max_force_ev_per_a=3.34 charge=-1 s_squared=0.753 e_lumo_ha="0.15512 / 0.15395" spin_multiplicity=2 energy_ha=-344.258282 homo_ev="0.43 / -3.51"
C -1.26371 -0.07173 0.88268 -0.03
C -1.11555 -0.45591 -0.62190 0.02
C 0.30151 -0.12688 -1.09876 0.02
C 0.58024 2.16933 -1.30495 0.56
N 0.94277 1.08650 -0.59750 0.37
N -0.87229 -1.09899 1.84554 0.04
H -2.34157 0.12415 1.06390 -0.01
H -0.52349 0.70608 1.06090 0.04
H -1.36108 -1.49802 -0.83549 -0.01
H -1.91099 0.12630 -1.12668 0.03
H 0.58997 -0.25138 -2.17334 -0.06
H 0.95468 -0.86631 -0.53753 0.00
H 0.82121 3.17663 -1.00587 0.03
H -0.03506 2.02877 -2.23812 0.00
H -0.04227 -1.61095 1.58076 0.00
H -1.50592 -1.73088 2.30195 0.00
H 2.78070 -0.57352 0.35131 0.00
H 1.77786 -0.18490 1.41900 0.00
O 2.22300 -0.94828 1.03409 0.00

[3]
19
Properties=species:S:1:pos:R:3:nbo_charge:R:1 method="wB97M-V/def2-TZVPD" max_force_ev_per_a=7.63 e_lumo_ha=0.02825 smiles="CNC(C)=O.CN" energy_ha=-344.246293 homo_ev=-8.53
C -0.57249 0.94678 1.67491 -0.45
C -0.49559 0.16922 -2.19585 -0.70
C 0.21534 -0.78986 -1.26038 0.68
C 1.49549 -1.15926 0.83692 -0.43
H -1.75367 0.16989 0.23449 0.35
H -1.72827 1.69598 0.17798 0.34
H 0.05678 1.81566 1.75433 0.19
H -1.28588 0.66883 2.47063 0.18
H 0.09023 -0.01205 1.61529 0.22
H -0.07841 1.24210 -2.02274 0.22
H -1.62380 0.21696 -2.01433 0.24
H -0.23727 -0.02831 -3.28656 0.24
H 0.88801 0.70937 0.01935 0.41
H 1.41770 -2.24643 0.48834 0.25
H 2.53805 -0.90694 0.78301 0.20
H 1.17657 -1.08218 1.92458 0.19
N -1.06162 0.90114 0.37986 -0.84
N 0.63817 -0.32219 -0.00810 -0.65
O 0.32067 -1.98872 -1.57175 -0.63

[4]
19
Properties=species:S:1:pos:R:3:nbo_charge:R:1 method="wB97M-V/def2-TZVPD" max_force_ev_per_a=4.31 e_lumo_ha=-0.00138 energy_ha=-344.137481 homo_ev=-6.71
C 0.27149 1.70816 0.26844 -0.43
C -0.63829 -0.38739 1.19393 -0.44
N 0.18035 0.26108 0.18328 -0.17
C -2.36419 0.17379 -1.60608 -0.12
N -1.15950 -0.02738 -1.83331 -0.70
H 0.77011 1.97962 1.20073 0.23
H 0.87466 2.06909 -0.56030 0.23
H -0.18010 -0.24781 2.17522 0.23
H -1.64157 0.04123 1.18463 0.22
H -0.73212 2.12651 0.17199 0.23
H -0.70186 -1.44961 0.97188 0.23
H -3.11890 0.01203 -2.38802 0.13
H -2.78252 0.41717 -0.60723 0.07
C 2.23707 -1.33937 0.09340 -0.27
O 1.82939 -0.15210 0.69199 -0.47
H 0.02809 -0.15583 -0.93840 0.49
H 3.26631 -1.54025 0.41528 0.21
H 1.62345 -2.20535 0.39044 0.16
H 2.23813 -1.28361 -1.00786 0.17